1.
97
Properties=species:S:1:pos:R:3:lowdin_charge:R:1 method="wB97M-V/def2-TZVPD" spin_multiplicity=2 total_charge=+1 fmax_ha_per_bohr=0.087 homo_energy_ev="-10.03 / -10.03" homo_lumo_gap_ev="7.600 / 2.715" s2=0.754
C -3.99924 2.75820 1.10073 -0.0921
C -3.88441 3.41632 2.50543 -0.2400
N -2.56692 4.12585 2.58139 -0.1714
C -1.44099 3.15341 2.61115 -0.2321
C -0.12683 3.93003 2.60811 -0.0805
C -2.64895 4.95281 3.79543 -0.2781
C -3.58948 6.14505 3.76072 -0.0940
H -3.43682 1.84017 0.93046 0.0455
H -3.69790 3.51329 0.37468 0.0752
H -5.04845 2.53560 0.90651 0.0629
H -4.74046 4.07711 2.64202 0.0960
H -4.07418 2.73506 3.33488 0.1090
H -1.54261 2.40277 3.39493 0.1108
H -1.55691 2.63935 1.65700 0.0899
H 0.71097 3.23670 2.53399 0.0361
H -0.02743 4.68777 1.83091 0.0838
H 0.00996 4.42559 3.56926 0.0616
H -1.69196 5.40041 4.06360 0.0979
H -2.90271 4.31772 4.64417 0.1127
H -3.35094 6.86528 2.97811 0.0783
H -3.52747 6.76076 4.65803 0.0716
H -4.64333 5.86668 3.75673 0.0593
C 5.80305 1.58938 -0.85002 -0.0714
C 4.75490 0.52599 -0.50834 -0.2878
N 3.49489 0.63901 -1.21923 -0.1706
C 2.52042 -0.45471 -0.84838 -0.2445
C 2.97008 -1.76006 -1.44509 -0.0947
C 2.82716 1.93844 -0.98852 -0.2368
C 2.50672 2.31072 0.48719 -0.0731
H 5.56412 2.49390 -0.29069 0.0682
H 5.73106 1.86943 -1.90097 0.0768
H 6.76097 1.08138 -0.73852 0.0773
H 5.15151 -0.42494 -0.86403 0.1013
H 4.66052 0.33196 0.56009 0.1051
H 2.43176 -0.57426 0.23141 0.1065
H 1.51184 -0.22382 -1.19122 0.0894
H 3.60916 -2.32116 -0.76330 0.0757
H 2.12755 -2.42067 -1.64964 0.0432
H 3.49383 -1.62288 -2.39111 0.0789
H 1.93761 1.94489 -1.61842 0.1001
H 3.46880 2.72341 -1.38880 0.0999
H 2.16055 3.34119 0.56719 0.0701
H 3.44045 2.27814 1.04859 0.0619
H 1.74525 1.67874 0.94420 0.0486
C -2.47392 -4.70724 -5.36975 -0.0286
C -0.92749 -4.85619 -5.27696 -0.1620
N -0.21056 -3.69040 -4.79927 0.0359
C -0.35180 -2.59657 -5.71217 -0.2111
C 0.70815 -1.52704 -5.52240 -0.0390
C -0.61031 -3.29542 -3.44193 -0.1693
C -0.17031 -4.39463 -2.44390 -0.0311
H -2.88064 -5.66345 -5.69890 0.0984
H -2.81664 -3.91036 -6.02976 0.0812
H -3.03314 -4.41706 -4.48027 0.0855
H -0.82635 -5.69241 -4.58515 0.1190
H -0.47624 -5.14316 -6.22676 0.1412
H -0.39092 -2.90428 -6.75710 0.1427
H -1.32012 -2.11452 -5.57766 0.1395
H 0.43244 -0.70600 -6.18421 0.0960
H 0.73717 -1.13900 -4.50423 0.0666
H 1.69245 -1.85235 -5.85918 0.0945
H -1.66051 -3.00869 -3.38765 0.1391
H -0.00595 -2.43486 -3.15508 0.1045
H -0.73308 -5.31917 -2.57284 0.0754
H -0.17520 -3.95670 -1.44576 0.0690
H 0.86893 -4.63163 -2.67175 0.0906
C -2.12257 -4.07148 1.47514 -0.1734
O -2.93786 -5.22481 1.59085 -0.1054
H -1.29679 -4.29739 0.80049 0.0590
H -2.61628 -3.21887 1.00887 0.0621
H -1.66138 -3.70690 2.39301 0.0838
H -3.26181 -5.49080 0.72719 0.0713
C -1.68262 0.24351 -2.89845 -0.1353
O -2.64424 -0.46850 -2.16189 -0.1220
H -1.57733 -0.18361 -3.89574 0.0632
H -1.89165 1.31212 -2.94826 0.0975
H -0.73483 0.11342 -2.37608 0.0705
H -3.53411 -0.25730 -2.45364 0.1006
C -0.78972 -0.98797 1.12635 -0.1130
O -0.97332 -1.64072 -0.16381 -0.1700
H -0.38778 -0.00485 0.88138 0.0635
H -1.76293 -0.84930 1.59724 0.0826
H -0.03826 -1.46720 1.75383 0.0837
H -1.56534 -1.12423 -0.71549 0.0150
C 2.92317 0.39603 5.05669 -0.1617
C 1.67874 -0.45604 5.30546 -0.1709
C 0.54645 0.33786 4.62228 -0.1802
O 1.21566 0.81950 3.42715 -0.2074
C 2.67698 0.96483 3.63685 -0.1619
H 3.89491 -0.09313 5.12417 0.1116
H 2.96120 1.16592 5.82735 0.1100
H 1.50420 -0.60648 6.37082 0.1085
H 1.63097 -1.47017 4.90878 0.1073
H 0.37443 1.22173 5.23652 0.1110
H -0.41838 -0.10221 4.37022 0.1161
H 2.99443 2.00091 3.75466 0.1146
H 3.22479 0.37691 2.90041 0.1044

2.
107
Properties=species:S:1:pos:R:3:lowdin_charge:R:1 method="wB97M-V/def2-TZVPD" total_charge=-1 fmax_ha_per_bohr=0.089 homo_energy_ev=-4.62 homo_lumo_gap_ev=6.920
O 2.11871 -5.34471 -10.39823 0.1896
H 1.78455 -4.64247 -9.83539 0.0632
H 2.23387 -6.11798 -9.84110 -0.0336
H 1.56002 -5.54418 -11.15300 0.0307
S 1.19999 -7.24704 -7.97808 0.2362
O 1.51491 -7.82873 -6.71725 -0.3353
O 2.29787 -7.22308 -8.96477 -0.3818
O 0.10489 -8.06851 -8.55145 -0.3939
O 0.79873 -5.85690 -7.81010 -0.3728
C -0.71598 -5.11599 -14.26930 -0.0606
C 0.72742 -4.97288 -13.70109 -0.3706
C 0.97828 -3.46466 -13.36776 -0.1741
O 2.29132 -3.07700 -12.94772 -0.1977
C 3.15823 -2.93554 -14.06140 -0.0957
N 0.81002 -5.83580 -12.56050 0.0672
H -0.82402 -4.63666 -15.24228 0.0697
H -1.45962 -4.54088 -13.71760 0.0750
H -1.10527 -6.13410 -14.26959 0.0792
H 1.30032 -5.25710 -14.58376 0.1244
H 0.23560 -3.15976 -12.63050 0.1193
H 0.77900 -2.83958 -14.23819 0.1102
H 4.07128 -2.52972 -13.62579 0.0911
H 2.72851 -2.20290 -14.74454 0.0799
H 3.32008 -3.88347 -14.57455 0.0696
H 1.33027 -6.63854 -12.88461 0.0587
H -0.02012 -6.39847 -12.44064 0.0576
C 5.26486 -7.38833 -11.88409 -0.0205
C 3.78661 -7.24540 -12.51023 -0.4089
C 3.76448 -7.48099 -13.98977 -0.2220
O 4.07205 -6.36148 -14.78449 -0.1809
C 3.86702 -6.53976 -16.15337 -0.1376
N 2.90096 -8.10431 -11.75662 0.0608
H 5.36392 -6.97306 -10.88118 0.0459
H 5.91725 -6.93360 -12.62955 0.0701
H 5.48626 -8.44542 -11.73694 0.0696
H 3.54119 -6.19705 -12.34046 0.1180
H 2.78134 -7.84505 -14.28810 0.1217
H 4.44430 -8.31086 -14.18279 0.1269
H 2.97230 -6.96193 -16.61091 0.0903
H 4.53431 -7.34755 -16.45390 0.0743
H 4.36727 -5.72322 -16.67405 0.0922
H 3.22776 -9.03330 -11.98084 0.0812
H 3.04277 -8.00720 -10.76136 0.0622
C 0.31615 -10.70778 -11.02246 -0.0426
C -0.71589 -9.70542 -11.69511 -0.3697
C -2.22419 -10.01489 -11.41761 -0.2032
O -2.70357 -11.23921 -11.96552 -0.1719
C -4.11980 -11.25225 -12.08179 -0.1341
N -0.43887 -8.28046 -11.35542 0.0450
H 0.01326 -10.73430 -9.97573 0.0713
H 1.29874 -10.23622 -11.03845 0.0483
H 0.30152 -11.73049 -11.39922 0.0635
H -0.50868 -9.87961 -12.75097 0.1148
H -2.79495 -9.14354 -11.73870 0.1075
H -2.35651 -9.93279 -10.33879 0.1256
H -4.49653 -10.44304 -12.70736 0.0752
H -4.61183 -11.05806 -11.12874 0.0792
H -4.61580 -12.14135 -12.47114 0.0775
H 0.55553 -8.24916 -11.52948 0.0168
H -0.43761 -8.12791 -10.35701 0.0234
C 1.12963 -1.46686 -9.93634 -0.0545
C 1.05751 -2.49676 -8.79432 -0.3906
C 0.22538 -2.04493 -7.57990 -0.2044
O -1.07689 -1.67574 -8.01409 -0.1729
C -1.90459 -1.43172 -6.88602 -0.1172
N 0.41077 -3.70813 -9.27218 0.0384
H 0.34225 -1.24896 -10.65789 0.0752
H 1.99082 -1.69212 -10.56540 0.0529
H 1.44683 -0.53026 -9.47778 0.0698
H 2.08813 -2.67167 -8.48556 0.1282
H 0.69387 -1.19923 -7.07649 0.1182
H 0.27187 -2.88212 -6.88344 0.1292
H -2.94671 -1.28164 -7.16810 0.0804
H -1.60865 -0.54783 -6.32100 0.0814
H -2.00167 -2.26402 -6.18891 0.0879
H 0.37498 -4.37535 -8.51479 0.0192
H -0.55073 -3.39919 -9.25880 0.0905
C 6.27915 -6.15289 -6.15170 -0.0422
C 5.13619 -5.17670 -6.54902 -0.5153
C 5.29519 -3.93795 -5.72248 -0.1592
C 6.19791 -2.85958 -6.27519 -0.1863
C 5.84061 -2.61097 -7.75709 -0.1278
C 5.72518 -3.90578 -8.62999 -0.4454
N 4.86036 -4.93726 -7.96490 -0.0826
O 4.71144 -6.09220 -8.74828 -0.0289
C 5.03851 -3.41876 -9.98568 -0.0194
C 7.10051 -4.50897 -9.01039 -0.0274
C 3.86686 -5.90356 -6.09016 -0.0373
H 6.11780 -6.57818 -5.16114 0.0803
H 7.30212 -5.78050 -6.20604 0.0583
H 6.38121 -6.96176 -6.87518 0.0796
H 4.35015 -3.40307 -5.62817 0.1248
H 5.75979 -4.22100 -4.77795 0.1218
H 7.23942 -3.14275 -6.12300 0.1003
H 6.14584 -1.92204 -5.72165 0.1021
H 6.58387 -2.02613 -8.29897 0.1053
H 4.96574 -1.96856 -7.85711 0.1062
H 4.97233 -4.29051 -10.63666 0.0650
H 4.01741 -3.08999 -9.79238 0.0546
H 5.59962 -2.57652 -10.39050 0.0778
H 7.58649 -4.83999 -8.09259 0.0603
H 6.87455 -5.33260 -9.68765 0.0683
H 7.88122 -3.92436 -9.49704 0.0762
H 3.76587 -6.86243 -6.59857 0.0774
H 2.97595 -5.30987 -6.29486 0.0829
H 3.94419 -5.92230 -5.00306 0.0897
H 3.78301 -6.28213 -8.59479 0.0336